a) 16
Properties=species:S:1:pos:R:3:lowdin_charge:R:1 method="wB97M-V/def2-TZVPD" lumo_energy_ev=1.056 smiles=CC[C@@]1(C)CO1 homo_lumo_gap_ev=10.27
C 1.52193 0.67863 0.66299 -0.099
C 0.87239 0.22468 -0.70311 -0.173
C -0.62394 -0.20830 -0.64118 -0.443
C -1.03718 -1.60968 -0.16468 -0.007
C -1.10624 0.95270 0.13510 -0.188
O -1.76990 0.55250 -1.02578 0.014
H 1.28706 0.01032 1.50346 0.077
H 1.26973 1.69751 1.00368 0.069
H 2.61450 0.67122 0.55166 0.070
H 1.40415 -0.66200 -1.01097 0.089
H 1.02066 1.03360 -1.42464 0.118
H -1.83508 -2.09315 -0.75193 0.086
H -0.19787 -2.31288 -0.14296 0.076
H -1.45009 -1.52082 0.84762 0.077
H -0.64109 1.93687 0.01501 0.116
H -1.32902 0.64883 1.14574 0.116

b) 16
Properties=species:S:1:pos:R:3:lowdin_charge:R:1 method="wB97M-V/def2-TZVPD" lumo_energy_ev=1.013 smiles=C1C[C@H]2C[C@@H]12.O homo_lumo_gap_ev=10.99
C -0.30311 -1.15254 -0.55729 -0.138
C 1.06504 -0.41071 -0.55406 -0.141
C 0.34838 0.87604 -0.14228 -0.250
C -0.69538 1.23116 -1.15321 -0.092
C -0.99682 0.15123 -0.16316 -0.249
H -0.35021 -1.90308 0.23520 0.103
H -0.62645 -1.59875 -1.50412 0.104
H 1.73661 -0.80215 0.21528 0.097
H 1.60998 -0.36350 -1.50354 0.104
H 0.72589 1.61364 0.56201 0.131
H -1.20620 2.17430 -0.97727 0.106
H -0.54586 0.98557 -2.20441 0.111
H -1.83964 0.23283 0.51929 0.133
O 0.19522 -0.58953 2.67760 -0.052
H 1.12997 -0.40201 2.53458 0.037
H -0.24742 -0.04251 2.01538 -0.002

c) 16
Properties=species:S:1:pos:R:3:lowdin_charge:R:1 method="wB97M-V/def2-TZVPD" lumo_energy_ev=1.019 homo_lumo_gap_ev=8.38
C -0.53221 1.58171 0.56594 -0.074
O 0.09694 0.41407 1.09414 -0.242
C -0.08487 -1.22929 0.10171 -0.082
C -1.40689 -1.22404 -0.56640 -0.164
C 1.11519 -0.58760 -0.61255 -0.214
C 1.46254 0.13760 0.67485 -0.200
H -0.25620 2.44830 1.18094 0.095
H -0.29444 1.77934 -0.49107 0.094
H -1.62054 1.43810 0.64346 0.098
H -1.28138 -2.14095 -1.17003 0.092
H -2.20461 -1.44070 0.15477 0.071
H -1.71487 -0.40979 -1.25065 0.070
H 1.79828 -1.37496 -0.95969 0.110
H 0.98156 0.15115 -1.42943 0.099
H 2.08647 1.03853 0.66584 0.125
H 1.85504 -0.58148 1.39818 0.121

Most stable one: b), least stable one: c).

a) 16
Properties=species:S:1:pos:R:3:lowdin_charge:R:1 method="wB97M-V/def2-TZVPD" lumo_energy_ev=1.227 smiles=CCC[C@H]1CO1 homo_lumo_gap_ev=10.52
C -1.92561 0.89973 0.01872 -0.118
C -1.30424 -0.42113 0.41238 -0.290
C 0.15560 -0.24731 0.74854 -0.161
C 0.96566 -0.00737 -0.63067 -0.198
C 2.43157 -0.12813 -0.56723 -0.154
O 1.64230 -1.27668 -0.45837 -0.123
H -1.34954 1.36314 -0.79170 0.069
H -1.90695 1.58698 0.87153 0.077
H -2.95738 0.76922 -0.30732 0.069
H -1.36640 -1.15443 -0.40784 0.118
H -1.83591 -0.87894 1.25355 0.109
H 0.44418 -1.18495 1.29759 0.130
H 0.40838 0.55391 1.43603 0.104
H 0.60296 0.13608 -1.68438 0.149
H 3.01092 -0.28382 -1.47187 0.110
H 2.98448 0.27372 0.28104 0.111

b) 16
Properties=species:S:1:pos:R:3:lowdin_charge:R:1 method="wB97M-V/def2-TZVPD" lumo_energy_ev=0.932 smiles="O=C1CCC1.C" homo_lumo_gap_ev=10.56
O -0.21963 -0.56838 1.71586 0.087
C -0.60324 0.01259 0.73458 -0.423
C -0.26098 -0.07810 -0.75327 -0.111
C -1.78736 0.11199 -0.95924 -0.157
C -1.88807 0.76612 0.44615 -0.087
H 0.24192 -0.97783 -1.11493 0.111
H 0.29055 0.80705 -1.09373 0.119
H -2.30218 -0.85287 -0.96796 0.112
H -2.09919 0.70774 -1.81715 0.102
H -2.72742 0.54190 1.10643 0.114
H -1.72028 1.84772 0.39616 0.120
C 2.61559 -0.46635 0.45687 -0.050
H 2.90098 -0.97020 -0.47016 0.025
H 3.40258 -0.58235 1.20336 0.022
H 2.45761 0.59894 0.26034 0.026
H 1.69913 -0.89796 0.85669 -0.010

c) 16
Properties=species:S:1:pos:R:3:lowdin_charge:R:1 method="wB97M-V/def2-TZVPD" lumo_energy_ev=0.188 homo_lumo_gap_ev=8.58
C 0.89110 1.32087 1.27673 -0.143
C 1.09604 0.00471 0.63472 0.048
C -1.43915 -1.03440 0.23958 -0.099
C -0.35977 -1.25192 -0.80153 -0.216
C 0.63979 -0.08884 -0.76609 -0.469
O -0.02345 1.02307 -1.37255 -0.057
H 1.79935 1.87161 0.99251 0.104
H 0.04189 1.91112 0.92684 0.077
H 0.90938 1.28066 2.36486 0.068
H -0.93445 -1.01145 1.22254 0.075
H -2.12979 -1.85528 0.28325 0.066
H -1.97330 -0.09714 0.07209 0.083
H 0.17722 -2.17511 -0.59111 0.113
H -0.77769 -1.31437 -1.80586 0.114
H 1.52246 -0.37086 -1.36409 0.150
H 0.56038 1.78733 -1.31189 0.084

d) 16
Properties=species:S:1:pos:R:3:lowdin_charge:R:1 method="wB97M-V/def2-TZVPD" lumo_energy_ev=1.135 homo_lumo_gap_ev=9.40
C -0.21242 -1.50286 -1.19734 -0.045
C 0.48257 -0.58992 -0.20750 -0.444
C 1.16404 -1.26833 0.95986 -0.052
C -0.04721 1.49684 0.63425 -0.086
O -0.54159 0.35828 0.20832 -0.111
C -1.08940 2.53166 0.36222 -0.113
H -0.82286 -0.89709 -1.87494 0.083
H -0.86776 -2.22203 -0.69568 0.085
H 0.52942 -2.04467 -1.79017 0.084
H 1.22059 0.02187 -0.73239 0.129
H 0.46792 -1.87062 1.55251 0.085
H 1.62684 -0.51334 1.60270 0.073
H 1.95195 -1.92408 0.57210 0.087
H -1.00044 3.41455 0.99477 0.062
H -0.73899 2.82976 -0.64237 0.088
H -2.12265 2.17998 0.25366 0.075

Most stable one: b), least stable one: c).

a) 16
Properties=species:S:1:pos:R:3:lowdin_charge:R:1 method="wB97M-V/def2-TZVPD" lumo_energy_ev=0.954 smiles="C/C=C/CCO" homo_lumo_gap_ev=9.45
C 2.23489 -0.26715 0.22796 -0.096
C 0.96537 0.44644 -0.08482 -0.216
C 0.00307 0.70868 0.79611 -0.171
C -1.37468 0.91683 0.27283 -0.173
C -1.66155 -0.53834 -0.31831 -0.229
O -0.53105 -1.25278 -0.79397 -0.105
H 2.12763 -0.95185 1.07554 0.080
H 2.92066 0.53387 0.49650 0.071
H 2.67372 -0.82777 -0.60798 0.076
H 0.84955 0.78149 -1.12194 0.114
H 0.06630 0.25455 1.78548 0.114
H -2.08419 1.23395 1.06445 0.108
H -1.45420 1.68006 -0.51293 0.102
H -2.42459 -0.52646 -1.09871 0.109
H -2.02777 -1.13341 0.52885 0.115
H -0.28316 -1.05813 -1.70907 0.100

b) 16
Properties=species:S:1:pos:R:3:lowdin_charge:R:1 method="wB97M-V/def2-TZVPD" lumo_energy_ev=1.143 smiles=CO[C@H]1C[C@H]1C homo_lumo_gap_ev=10.35
C 1.78074 -1.11787 -0.81684 -0.098
O 0.39745 -1.22542 -0.56056 -0.139
C -0.30269 -0.05791 -0.84664 -0.340
C -1.71154 0.03250 -0.37231 -0.060
C -0.65939 0.94415 0.22022 -0.275
C -0.26223 0.74604 1.66417 -0.071
H 2.14791 -2.12187 -1.04606 0.088
H 2.33276 -0.72026 0.04588 0.088
H 1.97729 -0.46888 -1.68257 0.087
H -0.08357 0.34154 -1.84026 0.145
H -2.04832 -0.77878 0.26900 0.114
H -2.46800 0.42212 -1.04742 0.101
H -0.67149 1.98154 -0.11234 0.130
H 0.76026 1.09032 1.85808 0.074
H -0.32156 -0.31057 1.94288 0.080
H -0.93560 1.30795 2.32200 0.076

c) 16
Properties=species:S:1:pos:R:3:lowdin_charge:R:1 method="wB97M-V/def2-TZVPD" lumo_energy_ev=1.051 smiles="CCCCC=O" homo_lumo_gap_ev=10.81
C -1.33439 -0.06285 -0.69084 -0.113
C -0.00475 -0.42290 -1.35611 -0.245
C 1.10547 -0.58800 -0.28239 -0.186
C 0.89204 0.54214 0.75757 -0.177
C -0.21006 0.36882 1.74937 -0.349
O -0.99945 1.22272 2.07437 0.037
H -1.24970 0.74537 0.02763 0.035
H -1.71058 -0.92441 -0.12324 0.092
H -2.09201 0.28619 -1.38840 0.079
H 0.28767 0.34787 -2.08154 0.105
H -0.13641 -1.33647 -1.95269 0.103
H 1.03327 -1.58896 0.16796 0.108
H 2.09819 -0.52730 -0.75379 0.106
H 1.55924 0.70767 1.64134 0.139
H 0.79890 1.48850 0.21244 0.129
H -0.12926 -0.60966 2.27171 0.137

Most stable one: c), least stable one: a).

a) 16
Properties=species:S:1:pos:R:3:lowdin_charge:R:1 method="wB97M-V/def2-TZVPD" lumo_energy_ev=0.857 smiles="C=C.C=C.C=O" homo_lumo_gap_ev=10.77
C -1.37049 -0.88822 0.91648 -0.069
C -2.02809 -0.27218 -0.05997 -0.100
H -0.56147 -1.57966 0.70364 0.021
H -1.60121 -0.71803 1.96522 0.055
H -1.78076 -0.43697 -1.10661 0.059
H -2.83558 0.42695 0.14507 0.051
C 2.22214 -0.31229 -0.15837 -0.073
C 1.61203 -1.43260 -0.52843 -0.104
H 2.77706 -0.25226 0.77527 0.052
H 2.16707 0.59243 -0.75762 0.034
H 1.64125 -2.33319 0.08202 0.049
H 1.04524 -1.49381 -1.45551 0.055
C -0.31124 2.17351 -0.11667 -0.167
O 0.46254 2.21704 -1.04031 -0.023
H -0.01963 1.83013 0.89362 0.081
H -1.36946 2.48233 -0.22836 0.078

b) 16
Properties=species:S:1:pos:R:3:lowdin_charge:R:1 method="wB97M-V/def2-TZVPD" lumo_energy_ev=1.003 smiles="CC(=O)C(C)C" homo_lumo_gap_ev=10.52
C 2.05278 -0.23452 -0.61025 -0.010
C 0.92812 0.32349 0.24006 -0.436
O 1.11700 1.26152 0.98329 0.080
C -0.45841 -0.30529 0.10657 -0.377
C -1.26827 0.59918 -0.83543 -0.063
C -1.15724 -0.42863 1.46018 -0.072
H 2.67561 -0.88411 0.01421 0.091
H 1.69040 -0.82990 -1.45102 0.076
H 2.68938 0.57446 -0.97211 0.085
H -0.35457 -1.29794 -0.35255 0.131
H -0.76074 0.75961 -1.79392 0.082
H -1.41911 1.57731 -0.36371 0.090
H -2.24868 0.15690 -1.03943 0.080
H -1.16829 0.54267 1.96420 0.082
H -0.65076 -1.14486 2.11573 0.081
H -2.19228 -0.76326 1.32521 0.079

c) 16
Properties=species:S:1:pos:R:3:lowdin_charge:R:1 method="wB97M-V/def2-TZVPD" lumo_energy_ev=1.132 smiles=C[C@H]1CCOC1 homo_lumo_gap_ev=10.65
C 1.89149 0.08979 0.01009 -0.080
C 0.42111 0.46917 0.15646 -0.353
C -0.42467 0.08476 -1.06585 -0.141
C -1.79896 -0.18775 -0.46584 -0.209
O -1.55881 -0.71315 0.82784 -0.133
C -0.29228 -0.27738 1.30248 -0.174
H 2.34623 0.59444 -0.84956 0.078
H 2.47698 0.35005 0.89904 0.078
H 1.98593 -0.99187 -0.14828 0.082
H 0.34122 1.55110 0.32643 0.138
H -0.44488 0.86288 -1.83556 0.118
H -0.02327 -0.83124 -1.51603 0.118
H -2.36699 -0.93121 -1.03453 0.119
H -2.40458 0.73062 -0.40640 0.119
H -0.42473 0.36406 2.18461 0.121
H 0.27620 -1.16428 1.61508 0.121

d) 16
Properties=species:S:1:pos:R:3:lowdin_charge:R:1 method="wB97M-V/def2-TZVPD" lumo_energy_ev=0.960 homo_lumo_gap_ev=10.18
C -0.79551 -1.08118 -1.32847 -0.099
C -0.34021 0.32020 -0.94305 -0.270
C 0.20946 0.22273 0.44486 -0.143
C -0.89727 0.50274 1.51878 -0.046
C 1.96560 0.09076 0.43850 -0.195
O 1.62909 1.37846 0.34398 -0.138
H -1.70197 -1.37827 -0.78735 0.076
H -0.00295 -1.78149 -1.04684 0.075
H -0.98193 -1.14597 -2.40077 0.072
H -1.16678 1.04920 -1.06886 0.121
H 0.48984 0.67035 -1.54567 0.105
H -1.66629 1.28416 1.27238 0.094
H -1.48605 -0.31954 1.97328 0.084
H -0.21309 0.80297 2.28257 0.058
H 2.30403 -0.45091 -0.47196 0.096
H 2.67184 -0.17527 1.27428 0.109

Most stable one: b), least stable one: d).